A 2-piece molecular cluster, C5H10Br4NO5S overall at a distorted geometry. Source: the Open Molecules 2025 dataset; level of theory: ωB97M-V with the def2-TZVPD basis set.

Results
energy above the lowest of the compared OMol25 structures with the same formula, charge and spin	0.00	kcal per mole
electronic energy	-308076.4402	eV
HOMO-LUMO gap	6.846	eV
LUMO energy	2.251	eV
charge	-1

XYZ file:
```
26
C5H10Br4NO5S, DFT ωB97M-V with the def2-TZVPD basis set
Br -0.4497 1.3169 -0.0294
Br -1.3913 -2.2302 0.2033
Br 0.4270 -5.2655 1.2685
Br -1.6133 4.1931 2.0612
S 0.3746 1.8584 -2.2263
O 1.4110 1.1667 -0.9875
O 2.9143 2.9704 -1.1417
O 3.6713 0.9339 -0.9198
O -0.7796 0.7256 -2.7743
O 1.2778 2.0776 -3.3210
N -0.4155 -0.6168 -2.6021
C 0.3244 -2.4044 1.1061
C 1.1107 -3.5724 0.5799
C -2.4022 2.4235 1.8427
C -1.3418 1.3527 1.7443
C 2.7509 1.7549 -1.0286
H -3.0204 2.2800 2.7298
H -3.0399 2.4691 0.9657
H 0.1150 -2.4719 2.1695
H -0.9825 -1.0487 -1.8419
H 2.1416 -3.5209 0.9229
H -0.6782 -1.1162 -3.4486
H -1.7975 0.3662 1.8541
H -0.5489 1.4688 2.4770
H 0.8472 -1.4690 0.8992
H 1.0948 -3.6422 -0.5031
```